# 1
Molecular formula: C2H3N3O
Method: DFT, wB97M-V/def2-TZVPD

- E_HOMO: -9.1 eV
- Frontier orbital gap: 9.6 eV
- Charge: 0
- Relative energy (zero: lowest compared OMol25 entry of this formula, charge and spin): 130.4 kJ/mol

XYZ file:
```
9
Properties=species:S:1:pos:R:3:forces:R:3:mulliken_charge:R:1
N -1.564304 -0.197764 -0.265294 -0.0835 -0.0508 0.0720 -0.46
C -0.301559 -0.607457 0.094604 0.0728 -0.0580 0.1354 0.53
C 0.758679 0.299260 -0.403969 -0.0595 -0.0157 -0.0892 -0.35
N 1.796768 0.487488 0.356344 1.1365 0.2263 0.8763 0.51
N 2.668901 0.687782 1.049780 -1.0473 -0.3665 -0.9129 -0.55
O -0.084496 -1.614086 0.742269 -0.0588 0.3724 -0.0902 -0.58
H -2.314225 -0.710645 0.177622 0.0885 0.0147 -0.1055 0.25
H -1.717965 0.793914 -0.374292 0.0330 -0.1722 -0.0699 0.24
H 0.769278 0.780445 -1.371899 -0.0818 0.0498 0.1841 0.40
```
Positions in Å, forces in eV/Å.

***

# 2
Molecular formula: C34H72I2N3O16P4
Method: DFT, wB97M-V/def2-TZVPD

- E_HOMO: -11.6 eV
- Frontier orbital gap: 7.5 eV
- Charge: +1

XYZ file:
```
131
Properties=species:S:1:pos:R:3:forces:R:3:mulliken_charge:R:1
C -0.076466 -7.584621 5.256040 -0.1222 -0.2177 -0.1758 -0.72
C 0.445416 -7.009937 4.178689 -0.2022 0.2111 0.5760 -0.42
C 0.941532 -5.561953 4.226242 -1.1918 -0.6697 -0.7125 -0.11
C -0.142060 -4.633461 4.709962 0.1736 0.3505 0.6128 -0.20
C -1.458933 -4.778246 4.314852 0.5104 -0.2145 -0.2101 -0.02
N -2.427012 -3.981722 4.751542 -0.5898 -0.0646 -0.0378 1.40
C -3.784000 -4.223252 4.305703 -0.4907 0.0210 -0.3376 -1.00
I -4.263564 -3.205278 2.556534 -0.0632 -0.0837 0.1222 0.30
C -4.564954 -5.058350 4.993159 0.5580 0.0058 -0.0419 0.38
C -4.083582 -5.745452 6.248730 -0.2675 0.3563 -0.1301 -0.94
I -6.489245 -5.475249 4.359255 -0.0191 -0.0213 0.1399 0.16
N -2.255593 -2.954738 5.572021 0.4244 -0.4453 -0.2410 -0.95
C -1.019249 -2.768620 5.943360 0.2091 0.5534 0.2772 -0.60
C 0.092148 -3.564311 5.576569 -0.0259 -0.2219 -0.2243 0.64
N 1.349002 -3.250232 6.034772 -0.4487 0.2169 0.4511 -0.51
H -0.268951 -8.648762 5.302141 -0.3013 0.0566 -0.1949 0.30
H -0.357083 -7.021459 6.142096 0.4440 0.0016 0.1328 0.20
H 0.496076 -7.551890 3.242617 0.5053 -0.0682 0.0646 0.45
H 1.160538 -5.273331 3.194640 0.4543 0.2044 0.1535 -0.10
H 1.825805 -5.530814 4.853916 0.1289 0.2783 -0.1753 0.56
H -1.735345 -5.558628 3.618324 -0.2338 0.0337 0.0460 0.46
H -4.314695 -5.095099 7.095515 -0.0497 -0.1415 0.0937 0.27
H -4.592354 -6.695105 6.382009 0.0753 -0.0370 0.0600 0.49
H -3.005112 -5.895894 6.227642 -0.0062 -0.1200 0.0312 0.12
H -0.854215 -1.914263 6.591083 -0.1298 -0.0258 0.0514 0.35
H 1.810704 -3.992691 6.545466 0.2762 -0.0825 -0.3725 0.26
H 1.351419 -2.403763 6.589526 0.1502 -0.0245 0.0431 0.25
O -0.551177 1.078933 1.407080 1.9993 2.7611 0.8085 -0.87
P 0.569234 0.547825 0.590669 -3.2042 -6.0983 -2.2182 0.87
O -0.258707 0.062977 -0.729948 0.2663 0.2164 -0.0224 -0.24
C -0.813429 1.050899 -1.611303 -0.1201 0.1365 -0.1020 -0.47
C 0.244358 1.810335 -2.391154 0.1364 -0.0179 0.1527 -0.81
O 0.839034 -0.910714 1.287897 0.8041 0.6086 0.3605 -0.28
C 0.342311 -1.212540 2.582051 -0.2745 -0.1823 0.1123 -0.80
C -1.038282 -1.839074 2.493387 0.2040 -0.0918 -0.0880 -0.29
O 1.959264 0.469766 -0.226747 0.5338 2.8056 1.3115 -0.37
C 3.051482 1.361670 0.118310 0.3538 0.1524 0.1003 -0.18
C 3.526715 1.167820 1.543192 -0.2036 -0.1627 0.0844 -1.09
H -1.438170 1.741220 -1.037729 -0.0248 -0.0440 0.0229 0.23
H -1.463735 0.508215 -2.295628 0.0182 -0.0923 0.0568 0.35
H 0.836837 2.459806 -1.740753 -0.0241 0.0515 -0.0488 0.06
H -0.225440 2.440635 -3.146596 -0.0443 -0.0010 0.0204 0.50
H 0.934902 1.124264 -2.881127 -0.0367 -0.0135 -0.0431 0.31
H 0.333305 -0.330617 3.224916 -0.0854 0.1052 -0.1454 0.43
H 1.051748 -1.919429 3.026524 0.0419 0.0030 -0.0804 0.32
H -1.689460 -1.264419 1.837045 0.0328 0.1400 0.0786 0.42
H -1.505346 -1.896350 3.474193 -0.0194 0.1369 0.0014 0.27
H -0.974103 -2.846306 2.077425 0.0044 0.0092 0.0040 -0.06
H 2.734051 2.392220 -0.050655 0.0377 -0.0051 -0.0873 0.27
H 3.855450 1.150956 -0.582704 -0.1318 -0.1089 -0.1150 0.32
H 2.745884 1.438278 2.262864 0.0249 0.0588 -0.0169 0.31
H 4.394725 1.795516 1.741478 -0.0074 0.0186 -0.0192 0.44
H 3.790289 0.125509 1.723935 0.0673 0.0079 -0.0360 0.24
O -4.349016 4.009641 -0.844070 -2.2163 -0.1048 -0.2743 -0.73
P -4.427888 5.445893 -0.543497 4.2559 1.3992 1.2188 0.95
O -3.732028 6.316573 -1.686056 -0.5568 -0.0086 -0.1003 -0.29
C -4.277645 6.307746 -3.013356 -0.1043 0.0091 -0.3000 -0.33
C -5.609065 7.027984 -3.109527 -0.0747 -0.0308 0.1755 -0.94
O -3.379707 5.718063 0.654626 -0.3437 0.0114 0.0728 -0.37
C -2.669610 4.645024 1.269327 0.2205 -0.2222 -0.0070 -0.51
C -1.349020 4.385295 0.576887 0.3200 0.1474 -0.0583 -0.45
O -5.513059 6.481787 -0.008577 -1.3658 -1.2788 -0.7553 -0.30
C -6.757093 5.988275 0.541060 -0.2076 -0.1251 0.1611 -0.23
C -6.538446 5.105744 1.752810 0.2228 -0.0644 0.0257 -1.10
H -4.370359 5.275738 -3.361868 0.0375 -0.0149 0.0598 0.28
H -3.541117 6.805214 -3.641988 0.0851 0.0035 0.1051 0.32
H -6.395255 6.483019 -2.582885 -0.0054 -0.0048 -0.0432 0.20
H -5.912340 7.124980 -4.152092 0.0481 -0.0173 -0.0171 0.41
H -5.544041 8.020591 -2.664948 0.0361 0.0209 -0.0440 0.25
H -3.279853 3.741706 1.294865 -0.0455 0.0188 -0.1673 0.34
H -2.495861 4.937796 2.306168 -0.0395 0.1327 -0.0374 0.39
H -1.459820 4.345649 -0.507900 -0.1869 -0.1060 0.0163 0.25
H -0.917068 3.444451 0.919877 -0.0426 0.0068 0.0420 -0.09
H -0.640966 5.189321 0.789495 -0.0232 0.0148 0.0126 0.33
H -7.306130 5.448981 -0.234539 0.0376 0.0194 -0.0271 0.30
H -7.341570 6.866084 0.807066 0.1325 0.1093 -0.0608 0.36
H -6.006084 4.189885 1.484207 -0.0535 0.0085 -0.0451 0.29
H -7.495398 4.822044 2.190739 -0.0215 0.0393 -0.0126 0.42
H -5.941560 5.624750 2.502641 -0.0688 0.0581 0.0241 0.27
O 3.654604 4.153871 -2.706537 0.1552 -1.8090 -1.4157 -0.37
P 4.367366 5.061191 -3.617774 -0.0311 4.4527 2.0439 0.79
O 5.787445 5.484917 -3.019335 0.0964 -0.5520 -0.3936 -0.39
C 6.801115 4.489959 -2.826794 0.2434 -0.1876 0.0329 -0.25
C 7.374356 3.969539 -4.131476 -0.1509 0.0032 -0.1112 -0.94
O 3.635764 6.492869 -3.492279 -0.1167 -0.2003 -0.2935 -0.41
C 2.459336 6.662819 -2.701765 -0.1904 0.0785 0.2311 -0.11
C 2.792062 7.060143 -1.277397 0.1470 0.1138 0.0423 -1.08
O 4.653042 5.180420 -5.177019 -0.2479 -2.0280 -0.0538 -0.32
C 3.928670 4.331541 -6.100524 -0.2143 -0.1328 -0.1747 -0.22
C 2.432620 4.558826 -6.033399 -0.0601 0.1254 0.1921 -0.92
H 6.396766 3.668597 -2.228084 -0.0483 0.0454 0.0104 0.18
H 7.584694 4.970815 -2.243746 -0.0801 0.1016 0.0175 0.33
H 6.638611 3.379852 -4.682551 0.0279 -0.0225 0.0141 0.20
H 8.236397 3.330518 -3.938704 0.0027 0.0172 0.0496 0.41
H 7.680751 4.794314 -4.773900 0.0453 0.0156 0.0361 0.26
H 1.847287 5.760346 -2.724087 0.1344 -0.0990 0.0260 0.13
H 1.877126 7.451406 -3.180427 0.0958 0.0159 -0.0797 0.35
H 3.575956 6.424846 -0.864373 -0.0882 -0.1346 -0.0302 0.28
H 1.908252 6.986708 -0.641725 -0.0123 0.0159 -0.0224 0.31
H 3.157330 8.087069 -1.241172 -0.0055 -0.0009 -0.0034 0.32
H 4.169892 3.285864 -5.894982 0.0386 0.0251 0.0339 0.28
H 4.308462 4.567302 -7.091870 0.1177 0.1264 0.0731 0.36
H 2.030801 4.265464 -5.060044 0.0376 -0.0518 -0.0241 0.11
H 1.926387 3.968723 -6.797119 0.0345 0.0012 -0.0303 0.42
H 2.197395 5.612574 -6.181392 0.0187 -0.0020 -0.0902 0.27
O 0.630769 -5.539794 -3.239096 1.2736 1.8321 0.3148 -0.81
P 0.883536 -5.978461 -1.862851 -2.6636 -3.7598 0.6871 0.78
O 1.750842 -7.319140 -1.827982 0.3462 0.4636 0.1518 -0.29
C 3.091724 -7.303602 -2.340516 0.2988 -0.0312 -0.1403 -0.35
C 4.049757 -6.517010 -1.465853 -0.1245 0.1436 0.0748 -0.87
O -0.516598 -6.568487 -1.306241 0.1129 0.2594 0.1530 -0.20
C -1.708102 -6.500693 -2.091894 -0.2420 -0.0976 -0.2216 -0.32
C -1.886422 -7.736790 -2.949907 0.0440 -0.1857 0.0900 -1.13
O 1.305516 -5.327444 -0.469260 0.9284 1.4127 -0.9728 -0.13
C 1.308810 -3.883816 -0.327767 -0.1231 0.2772 -0.0097 -0.18
C -0.052265 -3.273292 -0.565811 -0.2596 -0.2268 -0.2037 -0.49
H 3.086880 -6.909187 -3.359472 -0.0715 -0.0058 0.0075 0.29
H 3.404562 -8.344908 -2.389916 -0.1275 -0.0364 0.0283 0.33
H 3.828281 -5.447922 -1.494232 0.0355 -0.0069 -0.0256 0.18
H 5.074949 -6.654006 -1.809849 -0.0160 -0.0395 -0.0330 0.42
H 3.977824 -6.839522 -0.427070 0.0304 -0.0601 -0.0124 0.21
H -1.715284 -5.596592 -2.700545 0.1720 -0.0250 -0.0494 0.31
H -2.537899 -6.414417 -1.387186 0.0871 -0.0155 0.0942 0.37
H -0.964980 -7.987893 -3.474318 0.0036 0.1563 -0.0800 0.28
H -2.676688 -7.584108 -3.685638 -0.0080 0.0104 0.0138 0.36
H -2.151768 -8.597113 -2.333462 -0.0035 0.0057 -0.0022 0.29
H 2.043808 -3.452204 -1.010671 0.0287 -0.0531 0.0119 0.27
H 1.648291 -3.680933 0.687628 0.0364 -0.1212 0.0179 0.24
H -0.379736 -3.409274 -1.599984 0.1087 -0.0176 -0.0072 0.53
H -0.023796 -2.208676 -0.359871 -0.0086 -0.0342 -0.0629 -0.24
H -0.806204 -3.740416 0.071273 0.0357 -0.0285 0.0377 0.23
```
Positions in Å, forces in eV/Å.

***

no.,lowest unoccupied orbital energy (Ha),total energy (Ha)
1,0.0195,-317.482642
2,-0.1502,-4667.622468